# C2H13NO3

4 unconnected molecules or ions with the total composition C2H13NO3 in a non-equilibrium geometry (wB97M-V/def2-TZVPD, the OMol25 dataset).

The molecular weight comes out at 99.13 g mol⁻¹. Its energy above the lowest of the compared OMol25 structures with the same formula, charge and spin is 1.244 eV. Its SMILES is CCN.O.O.O. The calculation puts the gap between HOMO and LUMO at 11.2 eV.

Each line ends with the Mulliken charge.
CARTESIAN COORDINATES (ANGSTROEM)
C 0.512 -1.781 -2.137  -1.023
C 1.813 -2.039 -1.357  -0.382
N 1.651 -1.000 -0.273  -0.599
H -0.432 -2.185 -1.764  0.324
H 0.715 -2.113 -3.177  0.322
H 0.378 -0.696 -2.217  0.248
H 2.697 -1.717 -1.906  0.297
H 1.879 -3.108 -1.147  0.288
H 2.247 -1.184 0.535  0.228
H 0.739 -1.206 0.127  0.235
H 1.820 1.266 1.835  0.315
H 1.509 0.904 3.171  0.311
O 2.190 0.673 2.520  -0.632
H 1.218 0.900 -0.659  0.470
H 1.318 2.393 -1.318  0.312
O 1.206 1.869 -0.526  -0.713
H -6.265 1.198 0.636  0.321
H -6.971 1.006 1.893  0.317
O -6.690 1.745 1.337  -0.638

Cartesian forces (eV/Å) of the 2 atoms listed first:
C 1.09 0.16 -2.12
C -1.49 1.84 0.28